1.
The following is a DFT calculation (ωB97M-V/def2-TZVPD) of a molecular structure, C4H4BaO at a distorted geometry.

E = -255.2985 Eh
2S+1 = 1
LUMO energy = -0.53 eV
Frontier orbital gap = 4.0 eV

Atoms and positions in Å:
O -0.37 1.75 -0.39
C -0.16 0.77 -1.13
C 0.91 -0.17 -0.92
C 0.80 -1.14 0.01
C 0.49 -1.58 1.18
H -0.93 0.48 -1.87
H 1.91 0.24 -1.11
H -0.26 -0.73 1.84
Ba -2.79 3.02 0.97
H 0.40 -2.64 1.42

Need the natural (NBO) charges? In units of e they are: -0.6121, 0.4510, -0.4243, 0.1413, -0.4870, 0.1365, 0.2485, 0.2566, 0.0554, 0.2341

2.
The following is a DFT calculation (ωB97M-V/def2-TZVPD) of a single C4H4Br2O3 molecule at a distorted geometry.

SMILES = C[C@@]1(Br)OC(=O)O[C@H]1Br
E = -5528.5572 Eh
2S+1 = 1
LUMO energy = 0.19 eV
Frontier orbital gap = 11.2 eV

Atoms and positions in Å:
C 1.74 -2.48 -0.91
C 1.38 -1.04 0.95
C 0.17 -1.02 -0.01
C -0.31 0.19 -0.74
O 2.33 -3.16 -1.66
O 2.22 -2.12 0.30
O 0.55 -1.88 -1.11
Br 2.51 0.58 0.76
Br -1.16 -2.08 0.86
H 1.33 -1.20 1.96
H -0.81 -0.10 -1.67
H 0.49 0.76 -0.90
H -1.01 0.65 -0.09

Need the natural (NBO) charges? In units of e they are: 0.9754, 0.0561, 0.1807, -0.6352, -0.5454, -0.5003, -0.5152, -0.0041, 0.0529, 0.2259, 0.2505, 0.2330, 0.2258

3.
The following is a DFT calculation (ωB97M-V/def2-TZVPD) of a single C4H4BrNO3 molecule at a distorted geometry.

SMILES = O=C1C=C(Br)[C@@H](O)N1O
E = -3009.2426 Eh
2S+1 = 1
LUMO energy = 0.17 eV
Frontier orbital gap = 9.4 eV

Atoms and positions in Å:
C 0.39 1.22 -1.54
C -0.77 0.57 -1.46
C 1.24 0.93 -0.36
C -0.91 -0.24 -0.20
N 0.50 0.13 0.42
O 2.36 1.31 -0.09
O -1.04 -1.57 -0.44
O 0.92 -0.42 1.63
Br -2.16 0.57 -2.70
H 0.73 1.86 -2.34
H -1.66 0.17 0.49
H -1.07 -2.06 0.39
H 1.85 -0.15 1.69

Need the natural (NBO) charges? In units of e they are: -0.2724, -0.0784, 0.5898, 0.2079, -0.1620, -0.6202, -0.6774, -0.5401, 0.1254, 0.2457, 0.1894, 0.4934, 0.4988

4.
The following is a DFT calculation (ωB97M-V/def2-TZVPD) of 2 unconnected molecules or ions with the total composition C4H4BrNOS at a distorted geometry.

E = -3256.7998 Eh
2S+1 = 1
LUMO energy (alpha / beta) = -1.80 / -1.80 eV
Frontier orbital gap (alpha / beta) = 7.4 / 7.4 eV

Atoms and positions in Å:
C 0.81 -2.31 0.40
C 0.62 -0.30 -0.27
C 1.39 -0.65 -1.25
C -1.49 1.87 0.62
N 0.25 -1.13 0.65
O -0.26 1.92 -0.06
S 1.72 -2.35 -1.05
Br 2.07 0.42 -2.66
H 0.33 -3.16 0.92
H -2.17 2.49 0.02
H -1.51 2.31 1.76
H -1.75 0.87 0.91

Need the natural (NBO) charges? In units of e they are: -0.1766, 0.4238, -0.4387, -0.2730, -0.4417, -0.5189, 0.4993, 0.1612, 0.2458, 0.1848, 0.1362, 0.1977

5.
The following is a DFT calculation (ωB97M-V/def2-TZVPD) of a molecular structure, C4H4CaO12 at a distorted geometry.

Total charge = -2
E = -1735.7111 Eh
2S+1 = 1
LUMO energy = 5.43 eV
Frontier orbital gap = 7.9 eV

Atoms and positions in Å:
Ca -0.09 0.20 -0.16
O 3.66 0.31 2.15
C 2.28 0.44 2.17
O 1.75 0.98 1.16
O 1.72 0.05 3.23
H 3.79 -0.08 3.03
O -3.82 1.20 1.58
C -2.61 0.95 1.02
O -1.63 1.72 1.18
O -2.40 -0.15 0.43
H -4.32 0.38 1.46
O 0.18 -3.87 -0.79
C 0.33 -2.52 -0.65
O 0.25 -1.75 -1.63
O 0.42 -1.99 0.49
H 0.23 -4.15 0.14
O 0.36 2.12 -3.85
C 0.21 1.53 -2.63
O 1.17 1.41 -1.86
O -0.94 1.12 -2.30
H -0.55 2.12 -4.18

Need the natural (NBO) charges? In units of e they are: 1.8312, -0.7518, 0.9592, -0.8359, -0.8101, 0.4693, -0.7267, 0.9425, -0.7934, -0.8546, 0.4769, -0.7249, 0.9370, -0.7947, -0.8482, 0.4789, -0.7300, 0.9393, -0.7900, -0.8503, 0.4764

6.
The following is a DFT calculation (ωB97M-V/def2-TZVPD) of a molecular structure, C4H4CdO2 at a distorted geometry.

Total charge = +3
E = -471.4770 Eh
2S+1 = 2
LUMO energy (alpha / beta) = -15.34 / -15.39 eV
Frontier orbital gap (alpha / beta) = 6.8 / 6.7 eV
Expectation value of S² = 0.758

Atoms and positions in Å:
C -2.50 0.98 -0.94
O -2.79 2.00 -0.46
H -3.39 2.77 -0.31
C -0.36 -0.69 -0.67
C 0.65 -0.44 0.15
C 1.90 -0.10 0.58
O 2.84 -0.82 0.96
Cd 3.50 -2.45 1.65
H -1.08 -1.48 -0.41
H -0.23 -0.57 -1.75
H 1.46 0.80 1.21

Need the natural (NBO) charges? In units of e they are: 0.9143, -0.5974, 0.6858, -0.4928, 0.2255, 0.2972, -0.8163, 1.8891, 0.3184, 0.3297, 0.2466

7.
The following is a DFT calculation (ωB97M-V/def2-TZVPD) of a single C4H4Cl2 molecule at a distorted geometry.

E = -1074.9361 Eh
2S+1 = 1
LUMO energy (alpha / beta) = -0.90 / -0.78 eV
Frontier orbital gap (alpha / beta) = 8.1 / 8.6 eV

Atoms and positions in Å:
C -1.42 0.11 -0.22
C 0.25 -0.23 -1.51
C -0.42 0.21 0.83
C 0.78 -0.08 -0.13
Cl 1.88 1.20 0.21
Cl 1.46 -1.63 0.32
H -2.18 -0.64 -0.12
H 0.43 0.33 -2.37
H -0.28 1.22 1.32
H -0.51 -0.49 1.68

Need the natural (NBO) charges? In units of e they are: -0.0006, -0.0666, -0.5660, -0.2012, 0.0049, 0.0048, 0.1581, 0.1796, 0.2543, 0.2329

8.
The following is a DFT calculation (ωB97M-V/def2-TZVPD) of a single C4H4Cl2F2 molecule at a distorted geometry.

E = -1274.7303 Eh
2S+1 = 1
LUMO energy (alpha / beta) = -0.70 / -0.38 eV
Frontier orbital gap (alpha / beta) = 6.6 / 7.9 eV

Atoms and positions in Å:
C -1.23 -0.15 0.01
C -0.61 -1.05 -0.88
C -1.03 1.20 0.01
C 2.10 -0.18 0.93
F -1.05 -2.29 -0.84
F 2.21 1.07 0.36
Cl -0.14 2.15 -1.08
Cl 1.43 -1.17 -0.30
H -1.83 -0.48 0.88
H -0.10 -0.90 -1.87
H -1.27 1.71 0.92
H 1.54 0.11 1.87

Need the natural (NBO) charges? In units of e they are: -0.3606, 0.1999, -0.1847, -0.0581, -0.3196, -0.3859, 0.0565, 0.2072, 0.2519, 0.2087, 0.2138, 0.1710

9.
The following is a DFT calculation (ωB97M-V/def2-TZVPD) of a molecular structure, C4H4Cl2FeLuN2O4 at a distorted geometry.

Total charge = +4
E = -3983.2187 Eh
2S+1 = 6
LUMO energy (alpha / beta) = -15.90 / -19.62 eV
Frontier orbital gap (alpha / beta) = 5.8 / 2.1 eV
Expectation value of S² = 8.774

Atoms and positions in Å:
Fe -1.18 -5.27 -0.81
Lu 0.68 0.50 -0.35
Cl -0.65 -3.23 -0.40
Cl -1.08 -0.02 1.14
C -1.18 1.52 -1.52
C -1.08 -7.22 -1.32
C -2.98 -5.47 -0.61
O -2.20 2.01 -1.75
O -1.56 -8.27 -1.54
O -4.06 -5.89 -0.53
N 2.96 4.01 0.45
C 1.73 3.53 0.74
N 0.98 4.22 1.60
O 1.28 2.37 0.30
H 3.33 4.85 0.88
H 3.60 3.49 -0.14
H 0.10 3.79 1.88
H 1.31 5.09 1.98

Need the natural (NBO) charges? In units of e they are: 1.6107, 2.1519, -0.1021, -0.5095, 0.3911, 0.3600, 0.3344, -0.2451, -0.1290, -0.0879, -0.7389, 0.8197, -0.7244, -0.9157, 0.4578, 0.4365, 0.4373, 0.4533

10.
The following is a DFT calculation (ωB97M-V/def2-TZVPD) of 2 unconnected molecules or ions with the total composition C4H4Cl3F at a distorted geometry.

SMILES = F[C@H](Cl)C(Cl)Cl.C#C
E = -1635.1509 Eh
2S+1 = 1
LUMO energy = 0.68 eV
Frontier orbital gap = 11.1 eV

Atoms and positions in Å:
C 3.17 1.20 -0.21
C 2.37 1.55 -1.10
C -2.09 -0.94 0.47
C -0.56 -0.66 0.25
F -0.20 0.45 1.00
Cl -2.45 -1.41 2.12
Cl -2.94 0.47 -0.07
Cl -0.51 -0.15 -1.40
H 0.16 -1.47 0.37
H 4.00 0.93 0.38
H 1.48 1.76 -1.63
H -2.44 -1.74 -0.19

Need the natural (NBO) charges? In units of e they are: -0.2426, -0.2308, -0.2996, 0.1508, -0.3340, 0.0169, 0.0276, -0.0096, 0.2141, 0.2328, 0.2355, 0.2390

11.
The following is a DFT calculation (ωB97M-V/def2-TZVPD) of a single C4H4Cl4O molecule at a distorted geometry.

SMILES = C[C@H](Cl)C(Cl)(Cl)C(=O)Cl
E = -2070.7927 Eh
2S+1 = 1
LUMO energy = 0.15 eV
Frontier orbital gap = 10.8 eV

Atoms and positions in Å:
C 2.08 0.21 -0.03
C -1.88 -0.08 -0.10
C -0.46 0.46 0.06
C 0.83 -0.68 -0.07
O 2.68 0.74 -0.88
Cl 2.52 0.59 1.63
Cl -0.24 1.70 -1.17
Cl 0.77 -1.57 -1.56
Cl 0.74 -1.73 1.37
H -1.95 -0.94 -0.79
H -2.02 -0.52 0.78
H -2.51 0.81 -0.27
H -0.56 1.02 1.02

Need the natural (NBO) charges? In units of e they are: 0.5112, -0.6313, -0.1886, -0.1973, -0.4446, -0.0517, -0.0305, 0.0801, 0.0312, 0.2273, 0.2105, 0.2422, 0.2415

12.
The following is a DFT calculation (ωB97M-V/def2-TZVPD) of 2 unconnected molecules or ions with the total composition C4H4ClF3 at a distorted geometry.

E = -914.4694 Eh
2S+1 = 1
LUMO energy = 0.61 eV
Frontier orbital gap = 10.8 eV

Atoms and positions in Å:
C 1.59 1.58 -0.23
C 1.13 0.34 -0.42
C -1.04 0.15 0.00
C -1.04 -1.29 0.45
F -1.40 1.02 0.98
F -0.32 -1.41 1.54
F -2.29 -1.79 0.76
Cl -0.40 -2.38 -0.80
H 2.65 1.61 -0.47
H 1.10 2.64 -0.28
H 1.65 -0.60 -0.63
H -1.62 0.13 -0.90

Need the natural (NBO) charges? In units of e they are: -0.4702, -0.1428, 0.1656, 0.5999, -0.3227, -0.3060, -0.3361, -0.0427, 0.2113, 0.2431, 0.2171, 0.1835

13.
The following is a DFT calculation (ωB97M-V/def2-TZVPD) of 2 unconnected molecules or ions with the total composition C4H4ClFN2 at a distorted geometry.

E = -824.1378 Eh
2S+1 = 1
LUMO energy = -0.48 eV
Frontier orbital gap = 8.4 eV

Atoms and positions in Å:
C 0.53 1.39 0.36
C -0.59 0.95 0.37
C 1.28 -1.16 -1.29
C -1.89 0.69 -0.15
N 1.29 -1.35 -0.10
N 0.67 -1.44 0.94
F 2.07 -1.59 -2.28
Cl 1.91 1.88 1.18
H -2.03 1.26 -1.03
H -1.73 -0.32 -0.43
H -2.68 0.77 0.62
H 1.16 -1.09 1.80

Need the natural (NBO) charges? In units of e they are: -0.1434, 0.0282, 0.4481, -0.6895, -0.1143, -0.3892, -0.2899, 0.0725, 0.2445, 0.2421, 0.2394, 0.3515

14.
The following is a DFT calculation (ωB97M-V/def2-TZVPD) of a single C4H4ClFO2 molecule at a distorted geometry.

SMILES = C/C(Cl)=C(\F)C(=O)O
E = -865.3163 Eh
2S+1 = 1
LUMO energy = 0.04 eV
Frontier orbital gap = 9.9 eV

Atoms and positions in Å:
C 1.54 1.18 0.08
C 0.68 -0.03 0.09
C -0.65 0.21 -0.17
C -1.81 -0.77 -0.09
H 2.39 1.21 0.85
H 0.73 1.92 0.37
H 2.01 1.15 -0.87
H -0.72 -2.45 0.01
O -1.66 -2.08 0.00
O -2.89 -0.26 0.08
F -1.08 1.46 -0.23
Cl 1.47 -1.57 -0.12

Need the natural (NBO) charges? In units of e they are: -0.6732, -0.0598, 0.2569, 0.7138, 0.2331, 0.2610, 0.2367, 0.5085, -0.6680, -0.5363, -0.2880, 0.0153

15.
The following is a DFT calculation (ωB97M-V/def2-TZVPD) of a single C4H4ClN3 molecule at a distorted geometry.

SMILES = C=C(Cl)c1nc[nH]n1
E = -779.2066 Eh
2S+1 = 1
LUMO energy = 0.34 eV
Frontier orbital gap = 9.4 eV

Atoms and positions in Å:
C 1.17 -0.75 -0.70
C 1.34 -2.10 -0.35
C 0.01 0.06 -0.22
C -1.38 0.99 1.21
H 2.03 -2.75 -0.96
H 0.70 -2.62 0.28
H -2.29 1.10 1.81
H -1.49 2.92 0.24
N -0.82 -0.20 0.88
N -1.20 1.88 0.25
N -0.12 1.41 -0.62
Cl 2.05 0.07 -1.81

Need the natural (NBO) charges? In units of e they are: -0.1333, -0.3501, 0.2599, 0.1946, 0.2104, 0.2159, 0.2072, 0.4327, -0.4832, -0.3835, -0.2762, 0.1054